Record 1
{
  "formula": "C26H28N7NaS2",
  "method": "ωB97M-V with the def2-TZVPD basis set",
  "lumo_ev": [-0.53, -0.54],
  "charge": 0,
  "energy_ev": -63932.7840,
  "symbols": ["Na", "N", "C", "N", "C", "N", "N", "C", "C", "C", "C", "C", "C", "N", "C", "C", "C", "C", "C", "C", "H", "H", "H", "H", "H", "H", "H", "H", "H", "H", "H", "C", "C", "N", "C", "C", "S", "C", "C", "S", "C", "N", "C", "H", "H", "H", "H", "H", "H", "H", "H", "C", "C", "C", "C", "H", "H", "H", "H", "H", "H", "H", "H", "H"],
  "xyz": [[-0.5600, -0.5721, 0.0594], [2.0902, 1.3285, 3.2116], [0.9827, 0.8544, 2.5697], [0.8016, 0.8923, 1.3109], [1.7500, 1.4773, 0.4968], [1.6133, 1.4628, -0.8028], [0.6798, 0.6673, -1.3036], [0.2152, 0.8642, -2.4946], [-0.7106, -0.0651, -3.0557], [-1.2505, 0.1388, -4.3429], [-2.1613, -0.7557, -4.8501], [-2.5013, -1.8725, -4.0864], [-1.9241, -1.9951, -2.8341], [-1.0818, -1.1281, -2.3112], [2.8659, 2.1789, 1.1105], [3.7820, 2.9561, 0.3994], [4.8185, 3.6029, 1.0512], [4.9666, 3.4869, 2.4237], [4.0695, 2.7187, 3.1550], [3.0243, 2.0795, 2.5065], [2.1621, 1.2861, 4.2165], [0.2128, 0.4189, 3.1884], [0.4818, 1.7416, -3.0907], [-0.9458, 1.0018, -4.9156], [-2.6103, -0.6035, -5.8234], [-3.1834, -2.6212, -4.4591], [-2.1591, -2.8520, -2.2118], [3.6543, 3.0420, -0.6664], [5.5088, 4.2159, 0.4905], [5.7710, 3.9957, 2.9349], [4.1712, 2.6241, 4.2288], [3.5120, -1.2096, -0.0292], [2.6252, -2.2970, 0.4292], [1.3471, -2.3036, 0.3376], [0.7881, -3.4576, 0.7911], [1.6895, -4.3694, 1.2739], [3.2903, -3.7614, 1.1426], [-0.6386, -3.6832, 0.6887], [-1.2157, -4.9219, 0.6030], [-2.9194, -4.7800, 0.4470], [-2.7406, -3.0401, 0.5193], [-1.5220, -2.6500, 0.6409], [-3.9116, -2.1421, 0.4544], [2.9832, -0.6096, -0.7636], [4.4181, -1.6203, -0.4680], [3.7948, -0.5596, 0.8001], [1.5086, -5.3415, 1.6874], [-0.7448, -5.8845, 0.6097], [-4.7876, -2.6710, 0.0892], [-3.6841, -1.2964, -0.1911], [-4.1376, -1.7462, 1.4438], [-3.2463, 1.6179, -0.8911], [-2.9012, 2.2140, 0.4742], [-1.7642, 3.2195, 0.3234], [-2.5593, 1.1614, 1.4747], [-3.4319, 2.4068, -1.6167], [-4.1453, 1.0084, -0.8347], [-2.4240, 1.0005, -1.2503], [-3.7951, 2.7767, 0.8145], [-0.9000, 2.7189, -0.1073], [-1.4879, 3.6306, 1.2925], [-2.0572, 4.0401, -0.3298], [-3.3358, 0.4298, 1.6481], [-2.1398, 1.5506, 2.3913]],
  "forces_ev_per_angstrom": [[-0.8, -0.1, 0.6], [-0.3, 0.1, -0.1], [0.5, 0.1, 0.6], [0.4, -0.2, -0.4], [-0.8, -0.1, -0.8], [1.5, 1.3, 0.3], [-1.1, -0.6, -1.1], [1.4, 1.1, 1.2], [-1.4, -1.2, -0.8], [0.5, 0.2, 0.6], [-0.3, -0.6, 0.1], [0.2, 0.4, -0.3], [-0.3, -0.4, 0.0], [0.5, 0.6, -0.1], [0.3, 0.3, 0.4], [0.1, 0.0, 0.2], [-0.1, 0.0, -0.4], [-0.3, -0.3, 0.4], [0.3, 0.2, 0.0], [-0.2, -0.1, -0.5], [-0.1, 0.0, -0.1], [-0.2, -0.1, 0.2], [0.1, -0.1, 0.1], [0.0, 0.1, 0.0], [0.1, 0.0, 0.0], [-0.1, 0.0, 0.0], [-0.1, 0.0, 0.0], [0.0, 0.0, -0.2], [0.0, 0.0, -0.1], [0.0, 0.0, 0.0], [0.0, 0.0, 0.0], [0.2, 0.3, -0.1], [0.7, -0.8, 0.4], [-0.5, 0.7, -0.3], [0.9, -0.9, 0.5], [0.1, 0.3, -0.1], [-0.6, 0.4, -0.3], [-0.6, -1.2, -0.1], [-0.2, 0.2, 0.0], [0.4, 0.6, 0.1], [-0.4, -0.7, 0.0], [0.3, 0.4, 0.0], [-0.3, 0.1, 0.0], [0.1, 0.0, -0.1], [0.1, 0.1, 0.0], [0.1, 0.0, 0.0], [-0.1, -0.2, 0.1], [0.2, -0.1, -0.1], [-0.1, 0.0, -0.1], [0.0, 0.1, 0.0], [0.0, 0.1, 0.0], [-0.1, 0.3, 0.2], [-0.3, 0.2, 0.2], [-0.3, -0.1, -0.1], [1.0, -1.0, -0.6], [-0.1, 0.2, -0.3], [-0.1, -0.2, 0.0], [0.1, -0.1, 0.0], [0.0, 0.2, -0.3], [0.2, 0.0, 0.0], [0.1, 0.0, 0.1], [0.0, 0.2, -0.1], [-0.4, -0.1, 0.2], [-0.1, 0.2, 0.5]],
  "nbo_charge": [0.777, -0.561, 0.345, -0.521, 0.380, -0.354, -0.276, 0.046, 0.135, -0.220, -0.165, -0.260, 0.059, -0.445, -0.073, -0.164, -0.228, -0.176, -0.242, 0.158, 0.414, 0.213, 0.179, 0.218, 0.219, 0.221, 0.190, 0.242, 0.220, 0.220, 0.212, -0.672, 0.114, -0.454, 0.094, -0.421, 0.391, 0.098, -0.435, 0.406, 0.119, -0.471, -0.672, 0.259, 0.230, 0.231, 0.239, 0.239, 0.217, 0.263, 0.256, -0.595, -0.250, -0.593, -0.922, 0.185, 0.190, 0.181, 0.147, 0.185, 0.195, 0.184, 0.148, 0.150]
}

Record 2
{
  "formula": "C5H11N5O2",
  "method": "ωB97M-V with the def2-TZVPD basis set",
  "lumo_ev": -7.84,
  "smiles": "N[C@@]1(O)[NH+]=CNC([NH3+])=C1NC=O",
  "charge": 2,
  "energy_ev": -16889.9377,
  "symbols": ["N", "C", "O", "N", "C", "N", "C", "N", "C", "N", "C", "O", "H", "H", "H", "H", "H", "H", "H", "H", "H", "H", "H"],
  "xyz": [[0.6836, -1.8577, 1.1944], [0.3047, -1.3230, -0.1356], [0.9940, -1.7247, -1.2001], [-1.1795, -1.5342, -0.3050], [-2.1147, -0.6663, -0.1490], [-1.8016, 0.5972, -0.0532], [-0.4746, 1.1232, -0.0298], [-0.3733, 2.6038, 0.0590], [0.5879, 0.1857, -0.0523], [1.8744, 0.6881, -0.2502], [3.0769, 0.0037, -0.1132], [3.9879, 0.5370, -0.5989], [0.2311, -1.3678, 1.9655], [0.7328, -2.9058, 1.0515], [0.8697, -2.6132, -1.3759], [-1.3258, -2.5426, -0.4290], [-3.1052, -0.9536, -0.2620], [-2.5380, 1.2056, 0.0975], [-0.2464, 2.9642, -0.8638], [0.4390, 2.7411, 0.6114], [-1.2965, 2.8522, 0.5104], [1.9407, 1.6968, -0.4048], [2.9559, -1.0051, 0.2210]],
  "forces_ev_per_angstrom": [[0.5, -1.1, -3.3], [-0.4, 2.3, 3.4], [0.7, 1.8, 0.0], [1.7, -1.7, -0.4], [1.5, 0.1, -0.9], [1.4, 0.7, 0.2], [1.2, -4.0, 0.1], [-2.3, -3.2, 0.3], [-0.9, 4.1, -1.0], [-3.7, 0.1, 1.2], [-1.2, -0.6, -1.0], [3.2, 0.9, -0.3], [0.0, -1.1, -0.1], [-0.2, 1.6, 1.6], [-0.1, -3.3, -0.9], [-0.9, 0.6, 0.1], [-1.9, -0.4, 0.2], [-1.9, 1.3, 0.2], [-0.1, 1.1, -1.0], [0.9, 1.1, 1.2], [1.6, 0.9, -0.4], [0.6, -0.7, -0.3], [0.3, -0.7, 0.7]],
  "nbo_charge": [-0.849, 0.502, -0.638, -0.518, 0.379, -0.512, 0.118, -0.665, 0.242, -0.602, 0.536, -0.440, 0.415, 0.413, 0.502, 0.452, 0.263, 0.429, 0.466, 0.465, 0.474, 0.403, 0.164]
}